56
Properties=species:S:1:pos:R:3:nbo_charge:R:1 method="wB97M-V/def2-TZVPD" gap_ev=9.4 energy_ev=-41121.2725 smiles="Cc1cccc(N2C(=O)[C@@H](CC(=O)Nc3cccc(F)c3)N(CCc3ccncc3)C2=O)c1" relative_energy_kcal_mol=0.0 spin_multiplicity=1 total_charge=0
C 4.713 -0.917 2.289 -0.633
C 3.730 0.209 2.379 0.004
C 3.714 1.076 3.464 -0.204
C 2.783 2.098 3.540 -0.200
C 1.856 2.281 2.530 -0.222
C 1.871 1.418 1.444 0.213
N 0.918 1.578 0.403 -0.501
C 1.193 1.557 -0.924 0.709
O 2.273 1.439 -1.454 -0.607
C -0.150 1.676 -1.649 -0.112
C -0.366 0.481 -2.600 -0.497
C -0.123 -0.843 -1.880 0.679
O -1.026 -1.481 -1.386 -0.606
N 1.189 -1.195 -1.856 -0.633
C 1.800 -2.244 -1.162 0.249
C 1.089 -3.215 -0.463 -0.280
C 1.770 -4.210 0.217 -0.167
C 3.153 -4.261 0.216 -0.309
C 3.841 -3.288 -0.487 0.420
F 5.190 -3.312 -0.499 -0.324
C 3.194 -2.282 -1.176 -0.355
N -1.079 1.757 -0.557 -0.442
C -2.512 1.886 -0.695 -0.197
C -3.245 0.615 -0.237 -0.452
C -4.707 0.739 -0.538 0.026
C -5.560 1.436 0.311 -0.267
C -6.896 1.556 -0.034 0.044
N -7.414 1.042 -1.137 -0.424
C -6.606 0.377 -1.944 0.040
C -5.254 0.199 -1.696 -0.261
C -0.471 1.712 0.650 0.808
O -0.984 1.782 1.734 -0.601
C 2.795 0.388 1.368 -0.230
H 4.193 -1.873 2.360 0.224
H 5.234 -0.896 1.334 0.224
H 5.445 -0.862 3.090 0.216
H 4.433 0.947 4.259 0.209
H 2.781 2.762 4.391 0.216
H 1.124 3.070 2.585 0.228
H -0.169 2.600 -2.245 0.227
H 0.317 0.589 -3.443 0.237
H -1.393 0.493 -2.965 0.241
H 1.847 -0.545 -2.273 0.424
H 0.013 -3.184 -0.451 0.256
H 1.211 -4.957 0.757 0.221
H 3.695 -5.029 0.742 0.232
H 3.768 -1.537 -1.705 0.233
H -2.732 2.101 -1.743 0.205
H -2.844 2.734 -0.086 0.218
H -2.821 -0.252 -0.746 0.249
H -3.085 0.501 0.836 0.237
H -5.186 1.869 1.227 0.219
H -7.591 2.089 0.602 0.191
H -7.069 -0.032 -2.833 0.191
H -4.639 -0.361 -2.384 0.215
H 2.788 -0.281 0.523 0.217